{
  "formula": "H12O6",
  "method": "the ωB97M-V functional and the def2-TZVPD basis",
  "lumo_ha": -0.0127,
  "e_tot_ev": -12475.20125,
  "orbital_gap_ev": 8.89,
  "symbols": ["O", "H", "H", "O", "H", "H", "O", "H", "H", "O", "H", "H", "O", "H", "H", "O", "H", "H"],
  "positions_angstrom": [[8.475, 10.680, -3.033], [8.484, 9.876, -2.514], [7.547, 10.873, -3.161], [6.353, 10.795, -3.075], [5.919, 9.979, -3.322], [5.647, 11.440, -3.037], [6.763, 10.510, -0.543], [5.877, 10.713, -0.243], [6.707, 10.539, -1.498], [5.950, 8.610, -3.145], [5.998, 8.140, -3.977], [5.116, 8.335, -2.762], [2.963, 11.183, -2.233], [3.884, 11.373, -2.411], [2.480, 11.761, -2.824], [4.710, 12.232, -2.959], [5.224, 12.524, -2.206], [4.033, 12.900, -3.060]],
  "atomic_forces_ev_per_a": [[5.2, -0.5, 0.0], [0.3, -0.1, 0.1], [0.8, 0.3, -0.5], [-3.5, 1.5, -0.1], [0.2, -0.7, -0.3], [1.8, -1.3, -1.5], [0.1, 0.0, 1.3], [-0.2, -0.1, 0.3], [0.1, 0.0, -0.6], [-0.5, -2.6, -0.2], [0.2, -0.4, -0.3], [-0.3, -0.3, 0.4], [-3.2, -1.9, 1.4], [-0.8, -1.0, 0.4], [-0.4, -0.2, -0.1], [0.2, 5.7, -0.8], [0.3, 1.0, 0.8], [-0.2, 0.5, -0.4]],
  "lowdin_charge": [-0.076, 0.016, -0.194, -0.028, -0.020, -0.088, -0.047, 0.023, -0.047, 0.051, 0.099, 0.096, -0.059, -0.115, 0.029, 0.068, 0.146, 0.146]
}